No. 1
Below is a cluster of 5 separate species, C4H16O4 in total in a non-equilibrium geometry, with properties calculated with the ωB97M-V functional and the def2-TZVPD basis.

```
24
Properties=species:S:1:pos:R:3:forces:R:3:lowdin_charge:R:1
C 0.593194 4.421830 4.518643 -0.5425 -0.6318 -0.7854 0.02
C 0.266933 3.189465 4.104086 -1.3025 1.3011 -0.3930 -0.42
C 0.791344 2.584689 2.816740 0.6690 0.8479 -0.0453 -0.08
C -0.849296 2.406570 4.777427 2.1633 -1.0329 0.5672 -0.08
H 0.188600 4.777233 5.455665 0.0511 0.2731 -0.0295 0.05
H 1.046640 5.111828 3.805876 0.5004 -0.1426 0.5895 0.06
H 1.115577 3.286616 2.020638 -0.1559 0.2090 0.8130 0.08
H 0.066748 1.969661 2.291823 0.0913 -0.6309 0.4127 0.07
H 1.720516 2.097500 3.141835 -0.3657 -0.6712 -0.5596 0.08
H -1.704437 2.344868 4.148291 -0.6354 -0.1498 -0.7060 0.07
H -1.164720 2.754136 5.743104 0.0084 0.6748 0.3872 0.06
H -0.449350 1.398352 4.976908 -0.4856 -0.0491 -0.2539 0.08
O 2.782201 -2.099014 -5.859588 0.1520 0.1515 -0.5897 -0.08
H 2.082624 -1.655080 -6.351616 0.1453 0.2765 0.0609 0.03
H 2.570725 -3.014371 -6.076088 0.1763 -0.0762 0.3636 0.03
O 0.304663 -5.640513 -1.704115 -0.0474 0.1749 -0.1355 -0.06
H -0.623779 -5.398791 -1.633715 -0.0291 -0.0661 0.0760 0.03
H 0.730038 -4.847861 -2.050162 0.0953 -0.0920 0.0583 0.03
O 0.626686 -3.145165 -4.990555 -1.2898 -0.4244 0.9838 -0.07
H -0.034385 -3.686159 -4.520926 0.3057 -0.1254 -0.5611 0.05
H 0.513213 -2.314473 -4.511756 0.4902 0.1819 -0.2525 0.05
O -4.022465 0.780406 -0.248042 -0.0830 0.2127 -0.2447 -0.06
H -3.717909 1.346545 -0.967956 0.0997 -0.1112 0.1196 0.03
H -4.967881 0.960859 -0.218712 -0.0113 -0.0998 0.1242 0.03
```
Positions in Å, forces in eV/Å.

- E_tot (Eh) = -462.90049
- molar mass (g mol⁻¹) = 128.168
- HOMO energy (eV) = -9.09
- ΔE to the lowest compared entry with this formula, charge and spin (kcal per mole) = 38.57
- gap between HOMO and LUMO (eV) = 9.4
- SMILES = C=C(C)C.O.O.O.O
- LUMO energy (eV) = 0.27

No. 2
Below is a cluster of 2 separate species, C3H7NO3 in total, with properties calculated with the ωB97M-V functional and the def2-TZVPD basis.

```
14
Properties=species:S:1:pos:R:3:forces:R:3:lowdin_charge:R:1
O 1.170320 -1.572934 -1.517278 -0.1704 -0.0558 0.0309 0.05
C 1.279868 -1.284038 -0.353658 0.6473 -0.0938 0.1001 -0.23
C 1.464246 0.160347 0.069162 0.0666 0.4395 -0.1688 -0.15
N 0.196574 0.664340 0.571557 0.1851 -0.1703 -0.4135 0.03
C -0.126980 0.531966 1.887557 -0.1828 0.5556 -0.3661 -0.36
O 0.662390 0.193056 2.731814 0.1880 -0.3497 0.3580 0.03
H 1.261534 -2.062405 0.425185 -0.1854 0.0170 0.1295 0.13
H 2.232941 0.390043 0.806624 -0.0280 -0.6224 0.1631 0.12
H 1.769025 0.665730 -0.842580 -0.2850 0.3474 -0.1087 0.12
H -0.483403 0.928115 -0.122579 -0.3004 0.0076 0.3165 0.12
H -1.163651 0.824705 2.111066 -0.0330 -0.0221 -0.0312 0.14
O -2.852144 0.318145 -1.546808 0.2822 -0.0921 -0.3051 -0.06
H -3.389598 0.286750 -2.344974 -0.2885 0.1365 0.1120 0.04
H -2.021121 -0.043821 -1.875090 0.1044 -0.0974 0.1833 0.03
```
Positions in Å, forces in eV/Å.

- E_tot (Eh) = -398.97391
- molar mass (g mol⁻¹) = 105.093
- HOMO energy (eV) = -9.84
- ΔE to the lowest compared entry with this formula, charge and spin (kcal per mole) = 40.00
- gap between HOMO and LUMO (eV) = 10.4
- SMILES = O=CCNC=O.O
- LUMO energy (eV) = 0.53

No. 3
Below is a structure of composition C12H36ClO6S3 in a non-equilibrium geometry, with properties calculated with the ωB97M-V functional and the def2-TZVPD basis.

```
58
Properties=species:S:1:pos:R:3:forces:R:3:lowdin_charge:R:1
Cl 0.338914 -1.167655 -0.138224 2.0515 0.4404 3.5580 0.40
C 5.168914 -1.585655 1.829776 -1.2612 2.8123 2.6798 -0.07
C 3.850914 -0.852655 1.442776 0.0497 -8.1214 -2.3336 -0.27
O 2.795914 -1.670655 2.000776 -2.3009 1.8175 -2.4406 -0.18
H 5.564914 -1.505655 2.891776 -2.0141 -0.4847 -0.0762 0.10
H 5.961914 -0.999655 1.608776 2.7441 2.1524 -2.3825 0.01
H 5.401914 -2.524655 1.542776 -0.0768 -3.1135 -1.3405 0.03
H 3.628914 -0.819655 0.324776 0.9411 -0.0599 1.1049 0.12
H 3.893914 0.052345 1.762776 -0.0779 5.9438 2.4168 0.03
H 2.004914 -1.468655 1.311776 1.8207 -0.9696 2.3239 0.00
C -3.820086 -0.306655 -0.732224 2.5418 -1.8164 -3.3872 -0.04
C -2.289086 -0.477655 -0.552224 -2.1019 2.3906 0.2852 -0.34
O -1.990086 -0.252655 0.788776 -3.0704 -0.7778 -0.7666 -0.33
H -4.490086 -1.009655 -0.314224 -0.2950 -1.7956 -0.1103 0.05
H -3.869086 -0.159655 -1.859224 -0.7906 -0.5116 1.2397 0.10
H -4.204086 0.514345 -0.302224 -0.6249 3.6935 1.4741 0.01
H -1.876086 0.462345 -0.889224 0.2146 -0.0864 -2.1178 0.08
H -1.854086 -1.347655 -1.016224 -0.2091 -0.1573 0.0810 0.05
H -1.068086 -0.350655 0.867776 2.0102 -0.3075 -0.2206 -0.14
C -0.474086 -3.993655 -3.710224 -2.6941 6.0537 1.5650 -0.07
C -0.627086 -3.263655 -2.333224 4.5574 -2.8295 -0.1391 -0.28
O 0.486914 -2.309655 -2.421224 -1.6549 -2.0168 -1.7954 -0.23
H 0.461914 -4.280655 -3.623224 5.2399 -0.2389 -1.1652 0.02
H -0.962086 -3.346655 -4.490224 1.6684 -0.2938 0.3798 0.11
H -0.875086 -4.857655 -3.849224 -3.6579 -5.5488 -0.1052 -0.01
H -0.532086 -4.008655 -1.403224 0.0788 1.5450 -1.8838 0.15
H -1.559086 -2.894655 -2.320224 -3.2427 2.1306 0.5022 0.03
H 0.519914 -1.787655 -1.597224 -0.0047 -0.3729 -0.4569 -0.26
C -2.322086 3.472345 0.412776 -3.3366 2.8524 0.1113 -0.30
S -0.857086 3.354345 -0.454224 1.3046 1.6455 -1.2555 0.79
O -0.227086 4.729345 -0.484224 -0.5285 -0.2000 0.2300 -0.54
C 0.131914 2.456345 0.683776 0.1734 -1.2016 -2.1475 -0.23
H -2.233086 3.855345 1.437776 -0.1658 0.2731 -0.2095 0.06
H -3.077086 2.705345 0.389776 0.5173 -1.2717 0.0107 0.03
H -2.934086 4.219345 -0.319224 1.6079 -0.9921 1.9621 0.11
H 0.050914 2.831345 1.617776 -0.6333 1.0585 3.2154 0.02
H 1.184914 2.375345 0.480776 0.1028 0.5347 -0.5323 0.05
H -0.258086 1.481345 0.532776 -0.3235 -1.2356 0.6524 0.00
C 2.283914 1.410345 -1.677224 2.5393 -2.3234 -7.4956 -0.23
S 0.667914 0.876345 -2.300224 -0.6681 3.5614 -1.2451 0.83
O -0.147086 2.202345 -2.408224 1.6229 -2.6977 -0.6039 -0.66
C 1.160914 0.680345 -3.967224 1.4224 0.7522 -0.9792 -0.29
H 2.962914 0.499345 -1.695224 -0.8033 1.1557 0.5182 0.08
H 2.149914 1.872345 -0.846224 -0.4968 2.3388 5.4589 -0.08
H 2.755914 2.204345 -2.426224 -1.1850 -1.6520 1.3557 0.12
H 0.326914 0.374345 -4.482224 -2.4813 -0.7027 -0.9881 0.01
H 1.766914 -0.180655 -4.047224 1.2840 -0.8695 -0.0712 0.04
H 1.517914 1.549345 -4.587224 0.0789 -0.4555 1.4056 0.09
C -0.407086 0.854345 4.694776 -0.0805 -2.0875 -0.6212 -0.25
S -1.876086 -0.240655 4.674776 -2.0035 3.0423 2.7902 0.84
O -3.006086 0.671345 5.327776 2.0520 -2.0147 -1.0515 -0.62
C -2.203086 -0.265655 2.989776 3.4483 1.9295 -2.7650 -0.35
H 0.289914 0.303345 3.997776 -0.0425 0.8631 1.2581 0.06
H -0.167086 1.016345 5.743776 0.5474 -0.5538 -0.1101 0.04
H -0.661086 1.806345 4.321776 -0.5654 1.0446 -0.8432 0.02
H -2.474086 0.767345 2.429776 0.3924 -2.4059 2.1877 0.14
H -2.844086 -1.065655 2.738776 -0.9817 -0.5373 -0.0660 0.03
H -1.146086 -0.602655 2.399776 -2.6392 0.6721 2.9402 0.12
```
Positions in Å, forces in eV/Å.

- charge = -1
- E_tot (Eh) = -2584.64416
- molar mass (g mol⁻¹) = 408.068
- HOMO energy (eV) = -4.89
- gap between HOMO and LUMO (eV) = 7.5
- LUMO energy (eV) = 2.63

No. 4
Below is a cluster of 2 separate species, C2H11N3O in total in a non-equilibrium geometry, with properties calculated with the ωB97M-V functional and the def2-TZVPD basis.

```
17
Properties=species:S:1:pos:R:3:forces:R:3:lowdin_charge:R:1
N -1.380622 -0.019493 1.469434 0.8761 0.1947 3.3903 0.00
C -0.584872 -1.251464 1.412961 -0.4980 -1.2630 -0.5943 -0.38
N 0.043795 -1.550551 2.721887 0.8178 -0.2020 -0.6266 -0.03
H -1.027673 0.490151 2.317151 -0.7544 -0.7376 -0.8120 0.08
H -1.352016 0.675172 0.774724 0.3408 -0.0909 -1.2644 -0.02
H -1.293424 -2.090967 1.217447 0.4668 0.5157 0.0465 0.10
H 0.171764 -1.312402 0.602826 -0.4283 0.4659 0.1486 0.09
H 0.183816 -2.583542 2.803501 -0.1974 1.3197 -0.0959 0.08
H 0.993195 -1.133163 2.693492 -0.7737 -0.4555 0.3032 0.07
N -0.575680 0.926762 -1.419533 0.1474 0.6405 -2.5930 -0.01
C 0.886328 0.980181 -1.402555 0.5570 -1.0801 -0.7249 -0.31
O 1.451118 0.895905 -2.786012 -0.8515 -1.4252 2.0760 -0.10
H -0.980185 1.389687 -0.615578 0.2613 0.2972 -0.3101 0.03
H -0.780257 1.530485 -2.270840 -0.2282 -0.9665 1.4552 0.10
H 1.191993 1.903185 -0.968336 0.7789 0.8819 -0.0905 0.09
H 1.296269 0.172588 -0.756211 -0.2184 0.2880 -0.5808 0.10
H 1.566399 -0.077759 -2.975039 -0.2962 1.6172 0.2727 0.10
```
Positions in Å, forces in eV/Å.

- E_tot (Eh) = -322.24734
- molar mass (g mol⁻¹) = 93.130
- HOMO energy (eV) = -9.15
- ΔE to the lowest compared entry with this formula, charge and spin (kcal per mole) = 23.47
- gap between HOMO and LUMO (eV) = 9.9
- SMILES = NCN.NCO
- LUMO energy (eV) = 0.77

- Which value of LUMO energy does entry 4 give?
  0.77 eV